48
Properties=species:S:1:pos:R:3 method="wB97M-V/def2-TZVPD" e_tot_ev=-47268.00705 relative_energy_kcal_mol=85.3 total_charge=0 fmax_ev_per_a=4.53
N -0.28509 0.05794 1.20339
H 1.72841 -2.02003 -2.71276
C -1.43855 -2.90100 -0.91923
O -4.58562 0.86323 -0.76003
H -2.78280 3.82890 2.45895
C -2.30165 -0.66039 -0.61578
S 3.41617 -1.09546 -1.24383
C 3.26418 -0.86663 0.48303
C -0.00067 1.34935 -3.66174
H 1.30817 0.29867 3.01489
F 5.34810 -2.04433 0.74877
C -2.51398 0.47144 0.19232
H 5.07464 -1.69592 3.30152
H 1.19457 -2.08636 -1.04539
H -0.33219 1.58759 -4.68196
C -3.63828 2.62475 0.82019
C 2.11915 -0.27493 2.57963
N -1.46038 -1.62654 -0.18332
O -4.62005 3.32880 0.66081
C 4.29173 -1.39902 1.29075
O -2.86405 -0.71926 -1.72716
C -2.74916 2.80479 1.93720
H 0.77885 -0.56915 -4.10092
H -2.47123 -3.24457 -1.20242
H 1.10064 1.51807 0.99528
C -3.60989 1.28557 0.08216
C -0.12065 2.32691 -2.65615
C -1.76268 1.86048 2.18219
C 0.82735 0.77331 -0.97933
C 0.19690 2.00998 -1.33434
C 0.65094 0.13041 -3.34681
H 0.18158 2.84489 -0.63131
H -0.96113 -1.83792 1.96266
C 1.13216 -0.13320 -1.99667
C 4.23996 -1.32876 2.70939
H -1.01086 2.10925 2.96321
H 0.36155 -1.86996 0.82850
N -1.56426 0.83765 1.15941
C 0.97051 0.53213 0.56848
H -4.35132 0.46853 -1.64476
C -0.57156 -1.35084 0.98214
H 3.15608 -0.41559 4.36221
C 1.72447 -1.44563 -1.75689
H -0.44925 3.34321 -2.81183
H -0.86763 -2.97526 -1.84268
C 2.12141 -0.32313 1.16747
H -1.04024 -3.61575 -0.15051
C 3.16567 -0.75622 3.35127

=====

51
Properties=species:S:1:pos:R:3 method="wB97M-V/def2-TZVPD" e_tot_ev=-63728.70606 relative_energy_kcal_mol=0.0 total_charge=-2 fmax_ev_per_a=0.61
H 1.96398 4.11475 2.08819
C 4.80114 2.28893 3.96939
H -2.46639 -2.09546 -5.88014
C 4.29608 3.50501 4.49286
H 4.73064 0.81012 2.45627
H -4.23714 -2.38041 -4.53763
C 2.78272 1.84836 0.87409
O 0.46741 -0.09565 -2.19602
H 1.89004 0.32686 -4.42888
H -3.35089 -0.61560 -1.51719
C 4.80933 4.07016 5.67535
H -4.87067 -0.16744 3.85670
C -2.55062 -0.63793 0.78102
C -1.87894 -1.68944 -5.06272
H -2.67887 0.94811 3.77048
O 2.98199 -3.26905 -0.47931
H -4.06498 -1.97000 0.05918
C 3.26801 2.37042 2.04500
C -3.89951 -1.82095 -3.65843
C 0.17858 -0.96083 -4.37687
C -2.27138 -0.78816 -1.47445
O -4.69426 -0.63267 -3.50856
C 4.31901 1.74673 2.81661
H -4.04095 -2.46140 -2.77972
C -4.61859 -1.13151 1.94817
C -4.23161 -0.30610 2.99332
H 2.05789 2.39347 0.28287
H 2.25488 -1.31997 -3.99304
C -2.14376 0.15818 1.85933
K 1.36758 -1.28487 -0.19328
C -1.66408 -0.96359 -2.77558
C -3.78075 -1.29631 0.85749
C -0.29873 -0.62918 -3.03462
C 3.25335 4.13220 3.76856
N 5.23478 4.54175 6.64687
H 2.83850 5.06175 4.14437
C 1.62823 -0.70997 -4.64851
H 3.24812 0.98765 0.40280
N -0.57117 -1.45493 -5.32579
C 2.76261 3.60091 2.61407
N -1.68465 -0.81037 -0.32914
C -2.45256 -1.46457 -3.83964
N 2.81351 -3.72605 0.67421
H -5.55466 -0.89258 -3.16571
H 1.85339 -0.94427 -5.68804
I -0.26445 1.05602 1.89696
O 1.98226 -3.17228 1.42691
H -5.56286 -1.66169 1.98410
O 3.45252 -4.71012 1.05762
C -2.99788 0.32435 2.94511
H 5.59376 1.77763 4.50536

=====

49
Properties=species:S:1:pos:R:3 method="wB97M-V/def2-TZVPD" e_tot_ev=-50694.91067 relative_energy_kcal_mol=7.5 total_charge=+1 fmax_ev_per_a=0.49
C 2.75620 -0.02572 -1.84747
H -2.82489 0.11244 4.12188
H -2.91867 -5.14908 0.83428
C -2.26257 1.94137 0.20840
H -3.94119 -2.89285 1.02613
C -0.53331 3.38861 -0.44244
N 1.58288 0.06336 -1.77272
H 0.87288 3.07010 -2.02179
C -2.92425 -3.00656 0.67260
H -3.21630 5.15385 0.59090
C 4.10138 -0.13610 -1.82692
C -0.35266 -3.25513 -0.27916
N -0.49355 0.10822 1.70644
C -3.07972 3.01340 0.51451
H 1.16402 4.53537 -1.07870
H 1.41520 -4.33062 -0.83666
C -1.31040 4.49431 -0.12632
H 2.78678 0.20669 2.37845
C 0.54474 0.20125 3.83621
C 4.84717 -0.37212 -3.01612
H 1.99359 1.03647 1.05098
H 2.03193 -0.73524 1.10767
C -1.06080 -4.39378 0.08560
C -1.84393 0.12752 3.66728
H 1.02328 -2.96709 -1.88813
H -0.59879 -5.36504 -0.01823
C -2.35146 -4.26930 0.55947
C -2.59274 4.30231 0.35195
H 1.45418 0.24362 4.41900
H -0.76816 0.21564 5.52766
C 0.84390 3.49839 -1.01780
S -1.97132 -0.05342 -2.36570
C -2.16840 -1.91019 0.31379
H 1.56227 2.95609 -0.39997
N -0.91533 -2.04534 -0.14578
N 5.07891 0.03751 0.54718
C -0.69472 0.18522 4.44835
C 1.92723 0.16864 1.71417
N 5.44339 -0.57304 -3.97805
N -1.01839 2.15285 -0.25524
H -0.91318 5.48866 -0.27137
C 0.62152 0.16154 2.44945
H -4.09099 2.85442 0.86894
C 4.69493 -0.02588 -0.53642
H 1.71403 -2.68246 -0.28611
Zr -0.35749 0.05573 -0.86419
C 1.02794 -3.31508 -0.85282
C -1.70155 0.08982 2.29582
Sb -3.20549 -0.00160 0.72060

=====

53
Properties=species:S:1:pos:R:3 method="wB97M-V/def2-TZVPD" e_tot_ev=-55091.68568 relative_energy_kcal_mol=16.5 total_charge=+1 fmax_ev_per_a=1.83
H -3.39270 -2.56730 -1.41214
C -5.14056 -0.21622 -3.09518
F -1.08206 -0.25954 -3.72139
C -4.29819 0.85943 -2.89182
S 0.31660 -0.31004 2.11943
N 0.97675 -0.37041 0.59169
Pd 0.14997 0.20977 -1.13508
C -0.80588 1.82070 -1.96357
O -1.02536 -0.80002 1.87398
H 1.29056 -4.76179 3.74534
C -3.12257 0.73703 -2.14671
H 0.04023 5.09481 -2.08867
H -1.41944 -1.70937 -0.83124
N -1.65109 -0.71707 -0.81693
H 1.07420 2.86697 -2.00983
C 2.15768 -0.99888 3.96835
H 3.83597 -3.84888 6.16496
H 2.91461 -5.12454 5.48773
C 2.53737 -3.27307 4.68017
C 4.37811 1.25366 -0.81482
H -5.46288 -2.31322 -2.73402
C -1.97019 4.31764 -2.05928
H -4.53756 1.80518 -3.35732
C 2.83641 -1.90325 4.75216
F 0.62255 1.20759 -3.93148
H -6.03845 -0.08832 -3.68299
B -0.22956 0.56327 -3.14436
O 0.51654 1.01011 2.63460
N 2.10732 0.72297 -0.98214
H 0.06587 -3.13715 2.35610
H 3.14985 1.48105 -2.59227
C 0.85382 -2.80461 3.01777
H -1.78681 -0.50728 0.18504
H 2.37909 0.05714 4.02159
H 5.16771 1.00035 1.17735
C -0.58314 4.21198 -2.06063
C -4.81832 -1.46130 -2.56946
H 5.29442 1.61389 -1.25504
C 2.16590 0.26935 0.31823
C 1.16464 -1.44829 3.10176
C -2.20175 1.89372 -2.03416
H 3.60344 -1.56099 5.43478
N 3.20813 0.39192 1.10523
C 3.21398 1.16773 -1.55692
C -2.75365 3.18492 -2.04864
N 3.22221 -4.17063 5.43929
C -3.65678 -1.60556 -1.83532
C -2.83233 -0.51162 -1.61646
H -2.44301 5.28995 -2.06773
C 1.53329 -3.70833 3.79834
C 4.30479 0.89460 0.53114
C -0.00003 2.96254 -2.01859
H -3.82970 3.28943 -2.03083

=====

50
Properties=species:S:1:pos:R:3 method="wB97M-V/def2-TZVPD" e_tot_ev=-115442.91939 relative_energy_kcal_mol=0.0 total_charge=0 fmax_ev_per_a=1.33
H -2.70184 -2.14188 -3.08749
H 1.05298 0.74820 4.67987
H -2.58954 -0.15450 -1.60321
N 1.19150 0.04345 0.58254
C 0.41878 -0.13777 4.72522
H -3.70414 1.34016 0.42699
O -1.62825 -0.59099 0.29735
I 1.83162 0.35775 -2.57383
C -1.01412 1.10886 -4.32234
C 2.59809 0.24996 0.33257
H -0.70063 0.07314 -6.15949
H -2.16772 0.21568 5.25390
C -2.89472 0.26516 2.08227
C -2.22147 -1.23781 -3.43453
C -1.48836 2.21706 -2.03045
H 1.06608 -2.51829 -0.67552
N -3.04455 0.39577 3.36900
H 5.55060 0.67968 1.96078
H 1.58886 -0.25755 2.53628
C -4.02478 0.58566 1.15129
Br -0.10927 2.64257 -4.95789
H 0.24215 -2.39603 -2.23933
O -0.85388 1.87859 -0.96701
H -0.00907 -0.17404 5.72798
C -0.71119 -0.04243 3.73095
Rh -0.13542 -0.17145 -0.92957
C -1.52619 1.06393 -3.02290
H -0.70586 -2.68947 -0.74271
C 4.46936 0.43331 -1.21717
C 3.11327 0.31255 -0.94712
O -2.05462 3.26018 -2.29073
H 0.79772 -2.05980 4.64108
C -1.97295 0.17241 4.18743
H 3.17880 0.50169 2.38699
H -4.86825 0.96172 1.72551
C -1.72100 -1.16404 -4.71430
C -0.51823 -0.14550 2.31987
O 1.29594 -1.24712 4.50760
C 5.36890 0.51799 -0.17206
C 4.87739 0.54811 1.12399
C 3.52199 0.42999 1.36607
C -1.64359 -0.16867 1.51478
H 6.43009 0.58252 -0.37021
C 0.15509 -2.18521 -1.17822
C -1.10794 0.01120 -5.15820
H -1.80743 -2.00984 -5.38461
C 0.81400 -0.14947 1.79231
H -4.33273 -0.29537 0.58389
H 4.81416 0.47000 -2.24332
C -2.11963 -0.13012 -2.58431

=====

56
Properties=species:S:1:pos:R:3 method="wB97M-V/def2-TZVPD" multiplicity=2 e_tot_ev=-168743.31191 relative_energy_kcal_mol=0.0 total_charge=-2 fmax_ev_per_a=1.16
O -2.95458 2.12642 0.51414
C -1.91854 3.35574 2.24309
H -0.40192 0.50160 3.35680
H -4.21859 0.60490 -2.87489
H -0.71827 4.31387 -2.49695
S -2.76496 -3.62750 -2.45585
C 3.22140 -0.93146 0.69469
H 3.98232 -3.75516 2.37300
H -2.95731 -0.89721 -4.32639
Sb -1.53731 -3.29312 -0.54715
H -3.59145 0.72841 -1.19619
Tc -0.10201 -0.19979 0.22518
C 1.85924 1.85044 -1.06502
C -0.73364 3.64891 2.91328
O -1.20827 -0.07395 -1.94599
C -3.03222 4.14017 2.51165
C 0.01645 3.62214 -2.10067
N -2.15402 -0.44335 -3.92698
H 0.62868 -0.80870 3.97865
S -2.17187 -1.27635 0.66145
S -1.26189 -5.13915 0.75610
S 4.50229 0.95067 -0.52135
C 0.48848 1.56185 -0.90682
C 5.64718 -1.23517 0.84131
N 2.25713 -0.09820 0.18928
H 6.64637 -0.88675 0.60909
H 2.02255 -2.44493 1.62998
S 0.58104 -2.14254 -0.92120
C -2.24055 -0.14891 -2.59981
O -0.94892 1.46256 1.31770
H 6.28421 -2.97784 1.90378
C 4.13328 -2.82936 1.83213
N -3.04590 5.14954 3.38065
C -0.75581 4.70144 3.80368
O 0.48551 -0.74328 1.96215
H -1.93808 6.24755 4.72897
C 5.43471 -2.40081 1.55929
C 2.74738 0.90984 -0.46577
C 3.02851 -2.11241 1.41662
C -1.91266 5.42621 4.02294
Br 0.82256 5.17790 4.77198
H 1.36950 0.62544 3.22808
C -3.62584 0.12015 -2.09539
H -4.08333 -0.83891 -1.84691
H -3.95913 3.92964 1.99152
C 0.51378 -0.07231 3.17270
C 1.37551 3.87175 -2.27392
C 2.29722 2.99000 -1.75436
C -0.41175 2.48470 -1.42604
H 0.14540 3.04900 2.72294
C -1.98210 2.20184 1.26170
H -1.26927 -0.83567 -4.20586
H 3.36339 3.16341 -1.86612
H -1.47770 2.32765 -1.31708
C 4.53873 -0.52256 0.41514
H 1.70489 4.75516 -2.80945

=====

50
Properties=species:S:1:pos:R:3 method="wB97M-V/def2-TZVPD" multiplicity=2 e_tot_ev=-74507.61809 relative_energy_kcal_mol=24.4 total_charge=+2 fmax_ev_per_a=2.74
C -4.64698 -3.13419 -1.25846
H 0.35941 -1.09297 4.96209
H 1.65724 -2.95896 -3.03824
N 0.02504 0.83129 1.56141
C 2.01380 -3.06179 2.08750
C 1.34740 -1.86566 1.77018
C -0.40643 2.80270 0.28095
C 0.12166 4.07205 -2.08829
C 0.81244 -1.63949 4.14418
H 1.18172 2.22957 -2.54063
C -3.52918 -3.92634 -1.39171
C -0.59896 2.10682 1.50439
H 4.53172 -0.52741 -3.99495
Te -2.05473 0.25286 -0.95212
H 0.34758 4.52892 -3.04082
C 3.71497 0.03953 -3.54910
H -1.48950 2.23220 3.44202
H -1.02350 5.71677 -1.34556
N 0.32529 2.15907 -0.68676
H -5.04967 -0.99559 -0.95403
H 1.59806 -1.70170 -4.30704
H 3.07846 -2.68660 -4.07289
C -2.95063 -1.56493 -1.07611
C 0.75278 -1.11326 2.83293
Ir 0.73113 0.24257 -0.19961
H 4.12520 0.87985 -2.99252
H 2.47634 -3.60920 1.27727
C -4.32365 -1.78650 -1.08023
H 3.02479 0.38666 -4.31616
C -1.67970 4.68230 1.11462
C 0.11654 0.13903 2.66170
H 2.62629 -4.43144 3.60517
H -5.65436 -3.52044 -1.29119
H -0.29968 0.58006 3.56217
C -0.91787 4.09792 0.08082
C 2.23036 -2.21062 -3.58157
S 2.85039 -1.02204 -2.39792
H -2.43494 4.46719 3.08164
C 0.59469 2.78156 -1.81957
C 1.45626 -2.81240 4.41160
C -0.63494 4.72459 -1.15427
C -1.31904 2.72768 2.49606
C 2.08689 -3.52320 3.37347
H -3.49546 -4.99185 -1.56211
O 1.59791 -0.19188 -2.05597
C -1.86249 4.00586 2.28875
Cl 1.50729 -3.42679 6.01387
S -2.08152 -3.04723 -1.28222
H -2.12904 5.65431 0.96100
O 1.29058 -1.49891 0.51627

=====

47
Properties=species:S:1:pos:R:3 method="wB97M-V/def2-TZVPD" e_tot_ev=-43653.70105 relative_energy_kcal_mol=0.0 total_charge=0 fmax_ev_per_a=3.01
C 1.37874 3.91146 -0.35178
H 1.89652 -0.79211 -1.44027
C 0.32326 3.11868 -0.85796
C 1.44955 -3.42169 -1.06002
C -0.92526 3.07647 -0.23227
H -3.34212 4.94730 3.28402
Cl 4.05107 -6.15758 0.28646
H 0.62890 5.93970 2.98579
C -0.06863 4.69441 1.40854
H 0.90395 -0.54762 -2.91749
H 0.63404 -3.36302 2.27180
O -2.79328 0.22520 -1.11450
C 1.16107 4.70259 0.75163
C 1.24600 -2.67092 -2.35482
H 0.39633 -3.06830 -2.92375
C 2.45787 -4.38735 -0.99612
N -1.93440 2.24040 -0.70914
H -1.79312 -3.08942 1.28218
H 2.98563 -4.69136 -1.88588
C -1.90086 -3.74496 -0.72830
H 1.98547 5.32863 1.13885
C 2.16556 -4.54428 1.40454
H 0.18162 0.79115 -0.45268
C -0.32540 -1.11773 -1.23453
H -0.20399 -1.27501 0.93910
H 0.50249 2.53285 -1.77028
N -1.38996 5.48191 3.30121
H -2.49839 -1.96392 0.13726
N -0.55051 0.27167 -0.90486
H -1.10703 -1.47739 -1.93136
C -1.70840 -2.65423 0.26700
N -2.06875 -4.51425 -1.55751
H 2.42222 -5.06403 2.30609
H -3.17953 3.44279 1.27818
C -1.79776 0.88891 -0.96427
C -2.32152 3.96454 1.65515
C 2.83492 -4.93194 0.24170
C -2.41101 4.78239 2.81920
C -0.23809 5.42127 2.60250
H -2.89526 2.41340 -0.47773
C -0.34040 -1.95595 0.07546
H 2.09987 -2.80849 -2.99308
C -1.14121 3.92821 0.92573
H 2.28641 3.94201 -0.92836
C 1.14267 -3.60652 1.34477
C 1.03563 -1.19298 -2.03334
C 0.76512 -3.00484 0.11315

=====

47
Properties=species:S:1:pos:R:3 method="wB97M-V/def2-TZVPD" multiplicity=2 e_tot_ev=-75363.21311 relative_energy_kcal_mol=5.6 total_charge=+1 fmax_ev_per_a=1.27
H 0.39915 -3.92353 -2.60660
H -2.67950 0.11617 4.88667
C 3.29927 -1.19828 -1.97470
H -3.63103 3.26164 0.14470
N -2.24314 2.64482 -2.52318
C 0.60056 -0.33275 4.19565
H 3.12285 3.31344 0.77231
O -1.47364 1.74326 -0.62677
C -1.76213 0.00690 4.32788
C -0.42765 -3.47663 -2.07075
H -2.77519 3.34823 -3.00359
H -1.82166 1.90789 -3.06657
C -2.12657 2.62956 -1.19610
H -3.66250 -4.10231 -1.33279
H -3.21323 4.49487 -1.06161
H 1.11089 1.88804 0.57939
C 0.99008 -1.51990 -1.38429
C -2.71127 -3.58604 -1.36165
C 3.15966 2.38693 0.21457
N 0.97658 -0.38872 -0.69197
H 1.56648 -0.49136 4.65276
H 1.35737 -0.38890 2.18138
C -2.81512 3.71153 -0.42081
Co -0.90307 0.00738 0.14694
N -0.67715 -0.07971 2.19201
H 2.16635 -2.87125 -2.60586
C 3.29845 0.01289 -1.24571
C 2.16575 -1.94877 -2.04692
H 5.34980 0.54887 -1.61736
H -0.49796 -0.22843 6.04439
C -0.27531 -2.25886 -1.40599
C -1.35708 -1.69070 -0.70983
H 5.23349 2.64516 -0.32111
I -3.56160 0.33156 1.89522
C 2.04709 1.59726 0.11497
C 4.43088 0.84679 -1.12791
C -1.64159 -4.13928 -2.04861
C 4.36343 2.00843 -0.41020
C -2.56483 -2.37233 -0.69715
H -1.75269 -5.08363 -2.56439
H 4.20965 -1.51296 -2.47020
C -0.54490 -0.18829 4.96466
H -2.11816 4.14159 0.29574
C -1.76641 0.05171 2.94835
H -3.42571 -1.97461 -0.17311
C 0.49093 -0.27621 2.82114
C 2.09036 0.38853 -0.61297

=====

45
Properties=species:S:1:pos:R:3 method="wB97M-V/def2-TZVPD" e_tot_ev=-31529.99879 relative_energy_kcal_mol=29.0 total_charge=+1 fmax_ev_per_a=4.82
C -1.04880 -0.15536 -3.28611
H 0.86614 0.38467 -2.43010
H -4.74889 0.83864 4.07960
C -1.33075 0.14704 2.27707
C -2.89148 1.69108 3.33380
H 6.62587 0.15412 -0.36338
C -0.16972 -0.21780 1.51750
C -1.69207 1.47675 2.66838
C 2.73571 0.95158 0.64510
C 0.24474 0.43124 0.30974
H -2.00416 -1.91325 2.18028
H -1.02070 2.30824 2.43711
F 3.88733 -1.87638 -2.06689
C -2.42026 -0.38862 -3.12482
H 1.46474 -1.62412 -1.18101
H 0.15814 1.52645 0.53674
C -0.68512 0.15744 -0.92514
H -4.36943 -0.56502 -3.90064
H -3.13765 2.68838 3.69720
C -2.90504 -0.38611 -1.81443
C -0.18582 0.15251 -2.23555
C -3.79639 0.64463 3.57422
C 4.51903 -0.22515 -0.51799
H 0.38128 -1.13152 1.81265
H -3.95893 -0.61695 -1.60422
H 6.22977 -1.43888 -1.06768
C 3.51332 -1.00459 -1.08157
H -2.47926 -0.07657 0.23251
H 6.03995 0.05052 -2.00393
C -2.25566 -0.90471 2.54273
F -0.51173 -0.24429 -4.54592
C 4.10243 0.69946 0.44002
C 1.76033 0.15942 0.04116
H 2.41410 1.79800 1.26308
C 2.17077 -0.92095 -0.74334
C -3.34245 -0.57795 -4.28263
N 1.44737 0.66659 3.46037
C -3.49593 -0.65246 3.12670
C -2.04736 -0.08690 -0.76031
H -4.21201 -1.47346 3.26244
N 1.86431 0.00173 4.26269
H -3.20618 -1.53385 -4.80699
C 5.92110 -0.38744 -1.00302
H -3.27240 0.24325 -5.00918
H 4.84179 1.23060 1.05378